(1)
This record from the OMol25 dataset describes a single C10H18Si molecule in a non-equilibrium geometry. The level of theory is the ωB97M-V functional and the def2-TZVPD basis.

Cartesian coordinates (Å):
H  0.50  -2.93  -0.17
C  0.75  0.18  -0.99
H  -2.59  -0.56  2.46
C  1.62  0.49  1.30
C  -0.49  -2.60  -0.05
H  3.19  -0.93  -0.94
C  0.26  0.71  1.87
H  -2.52  -0.98  -2.18
H  -0.20  2.09  -0.61
H  0.12  1.73  -2.38
C  0.52  1.67  -1.36
H  -2.14  0.68  -1.80
H  2.48  0.66  2.02
H  -0.86  -2.69  1.01
C  3.15  0.05  -0.60
H  -2.94  0.76  1.26
H  1.40  2.23  -1.50
H  -2.33  1.17  2.76
H  3.86  0.33  0.18
C  -2.33  -0.32  -1.34
C  1.81  0.22  -0.01
H  -1.02  -3.18  -0.68
Si  -0.84  -0.64  -0.32
H  -3.28  -0.11  -0.73
H  0.32  1.18  2.80
C  -2.19  0.34  1.98
H  1.15  -0.44  -1.86
H  3.52  0.70  -1.46
C  -0.89  0.22  1.35

**Energy relative to the best compared isomer or geometry (same formula, charge and spin)**: 1.519 eV
**Electronic energy**: -681.26749 hartree
**HOMO**: -7.844 eV
**Net charge**: 0
**Kohn-Sham gap**: 0.321 Eh

What are the Mulliken partial charges on each atom? They are as follows, in elementary charge units: 0.37 0.48 0.26 -0.45 -1.33 0.36 -0.73 0.39 0.31 0.34 -1.44 0.32 0.26 0.28 -1.59 0.24 0.45 0.35 0.44 -1.14 0.43 0.47 0.28 0.31 0.54 -1.35 0.45 0.27 0.43

---

(2)
This record from the OMol25 dataset describes C10H19Cl8Mg2O2 as an isolated structure in a non-equilibrium geometry. The level of theory is the ωB97M-V functional and the def2-TZVPD basis.

Cartesian coordinates (Å):
H  -3.96  3.14  -0.59
H  2.73  -2.23  -3.22
H  3.93  -0.92  -3.26
H  -1.42  -4.89  0.62
Cl  -6.25  2.15  -1.96
C  -3.70  2.12  -0.85
Mg  -2.11  1.07  3.83
H  -1.52  -2.58  -0.76
H  1.09  0.83  -0.23
C  -5.01  1.38  -0.99
Cl  -2.69  -4.16  2.43
H  3.34  1.94  0.66
H  0.23  -0.54  0.49
H  -5.46  1.08  -0.04
C  -1.59  -3.89  1.03
H  4.98  1.92  1.09
Mg  0.36  3.97  2.81
O  0.62  2.36  1.71
C  -2.16  -2.87  0.06
H  -3.05  -3.32  -0.39
H  2.08  0.57  -2.08
Cl  3.45  -1.68  -1.15
C  0.15  0.51  0.21
H  -0.63  -3.54  1.41
Cl  5.28  -0.22  2.92
C  1.93  -0.14  -2.89
H  4.49  -0.33  0.73
Cl  -2.84  2.26  -2.42
C  -0.07  1.36  1.54
Cl  3.53  2.48  3.00
C  4.10  0.07  1.66
Cl  -2.83  -1.35  0.74
O  -1.02  0.99  2.26
H  -3.02  1.81  -0.05
H  -4.84  0.47  -1.55
H  2.02  0.35  -3.86
C  4.01  1.60  1.46
Cl  0.31  -0.85  -2.84
H  3.13  -0.42  1.81
H  -0.59  0.76  -0.55
C  3.00  -1.26  -2.81

**Energy relative to the best compared isomer or geometry (same formula, charge and spin)**: 0.000 eV
**Spin multiplicity**: 2
**Electronic energy**: -4624.01931 hartree
**HOMO (spin up / spin down)**: -14.690 / -14.691 eV
**Net charge**: +2
**Kohn-Sham gap (spin up / spin down)**: 0.155 / 0.177 Eh

What are the Mulliken partial charges on each atom? They are as follows, in elementary charge units: 0.34 0.37 0.31 0.37 -0.14 0.17 1.09 0.16 -0.29 -0.51 -0.17 0.09 0.26 0.32 -0.41 0.48 0.89 -0.55 -0.43 0.41 0.06 -0.18 0.16 0.24 -0.13 -0.23 0.06 -0.17 0.68 -0.23 -0.08 -0.16 -0.58 -0.26 0.26 0.37 -0.39 -0.16 0.23 0.26 -0.50

---

(3)
This record from the OMol25 dataset describes a 2-piece molecular cluster, C10H19ClSi overall in a non-equilibrium geometry. The level of theory is the ωB97M-V functional and the def2-TZVPD basis.

Cartesian coordinates (Å):
C  2.38  -2.50  -0.01
H  3.01  -3.13  0.61
H  1.27  -0.96  2.04
H  2.50  0.30  2.05
H  -3.57  -0.03  -1.30
H  -5.03  -0.42  0.68
H  -4.62  1.29  0.51
C  1.05  3.04  -1.88
H  0.39  2.71  -2.68
H  -0.51  4.25  0.06
H  1.16  2.72  0.88
H  -2.18  -1.56  0.96
H  -1.83  -1.72  -0.76
H  3.66  -0.77  0.16
Si  0.19  2.98  -0.19
C  1.87  0.02  -0.44
C  -4.22  0.30  0.73
C  -1.13  1.68  -0.20
H  1.37  4.05  -2.12
H  1.93  2.40  -1.89
Cl  0.87  -0.56  -1.63
C  -2.60  -1.48  -0.04
H  1.34  -2.77  0.17
H  2.61  -2.69  -1.05
H  -3.41  -2.21  -0.14
H  2.94  -1.37  2.45
C  -3.13  -0.06  -0.29
H  -3.82  0.31  1.74
C  2.31  -0.74  1.82
C  2.60  -1.03  0.34
C  -2.05  0.90  -0.23

**Energy relative to the best compared isomer or geometry (same formula, charge and spin)**: 0.000 eV
**Spin multiplicity**: 3
**Electronic energy**: -1141.91872 hartree
**HOMO (spin up / spin down)**: -7.581 / -9.496 eV
**Net charge**: 0
**Kohn-Sham gap (spin up / spin down)**: 0.310 / 0.311 Eh

What are the Mulliken partial charges on each atom? They are as follows, in elementary charge units: -1.42 0.40 0.27 0.36 0.23 0.38 0.36 -0.97 0.29 -0.21 -0.14 0.29 0.26 0.15 0.42 -0.49 -1.38 -0.73 0.39 0.27 -0.09 -1.25 0.32 0.39 0.40 0.39 0.61 0.34 -1.31 0.93 0.51

---

(4)
This record from the OMol25 dataset describes a single C10H19F5Si molecule in a non-equilibrium geometry. The level of theory is the ωB97M-V functional and the def2-TZVPD basis.

Cartesian coordinates (Å):
Si  0.64  2.04  0.53
H  1.39  -2.68  0.74
H  -2.44  -0.09  -1.40
C  -3.75  -1.88  0.21
H  0.27  1.41  1.82
H  -0.59  2.49  -1.51
F  -4.72  -2.21  1.10
C  2.77  -1.09  0.25
C  2.31  1.42  -0.12
H  3.46  -1.73  0.81
C  3.15  -1.27  -1.22
H  -2.68  2.57  -0.46
F  -1.85  -0.80  1.13
H  0.76  -1.54  -0.40
H  -3.92  0.73  -0.88
C  -0.70  1.72  -0.77
H  3.27  -2.33  -1.43
H  2.64  0.42  1.77
H  0.74  3.50  0.80
H  2.39  -0.87  -1.87
F  -4.31  -1.81  -1.02
C  -2.13  1.68  -0.17
H  4.09  -0.75  -1.42
H  -2.06  1.70  0.91
H  2.18  1.12  -1.15
H  2.96  2.29  -0.14
F  -3.83  0.07  1.56
C  -3.07  -0.52  0.59
H  4.05  0.52  0.77
C  2.98  0.33  0.74
C  1.35  -1.62  0.50
C  -2.93  0.43  -0.59
H  -0.45  0.75  -1.20
F  -2.84  -2.88  0.20
H  0.86  -1.13  1.33

**Electronic energy**: -1181.26176 hartree
**HOMO**: -10.094 eV
**Net charge**: 0
**Kohn-Sham gap**: 0.403 Eh

What are the Mulliken partial charges on each atom? They are as follows, in elementary charge units: 0.29 0.42 0.49 0.55 -0.13 0.43 -0.26 0.78 -0.70 0.40 -1.61 0.46 -0.20 0.25 0.40 -0.55 0.42 0.45 -0.25 0.37 -0.27 -0.87 0.37 0.40 0.37 0.43 -0.34 0.70 0.38 -1.20 -1.39 -0.91 0.27 -0.24 0.32

---

(5)
This record from the OMol25 dataset describes a 3-piece molecular cluster, C10H19FN4O8S overall in a non-equilibrium geometry. The level of theory is the ωB97M-V functional and the def2-TZVPD basis.

Cartesian coordinates (Å):
C  -3.01  0.60  -3.22
H  -2.61  1.61  -3.10
C  -1.93  4.55  0.66
H  3.84  -2.35  2.56
O  -0.50  -0.11  -3.25
H  -2.35  1.24  0.78
C  -0.03  -1.73  0.21
H  -2.29  4.83  1.65
O  -1.73  0.06  -5.40
H  5.07  -2.63  3.80
N  5.50  -1.10  2.43
O  5.52  1.04  1.73
C  4.88  0.02  1.96
O  1.07  -1.47  -0.11
H  -0.28  1.57  2.13
C  3.39  -0.06  1.74
H  5.35  -3.17  2.13
O  -3.09  2.96  -0.70
H  -0.84  4.61  0.66
C  -2.08  -2.65  -2.79
H  2.88  -0.27  2.68
H  -3.26  0.19  -2.24
H  3.14  -0.82  1.02
C  -2.39  3.17  0.28
H  -2.32  5.25  -0.07
C  4.91  -2.38  2.75
H  -1.72  1.79  3.13
H  -3.88  0.62  -3.87
H  -1.52  -2.37  -4.63
N  -2.00  2.14  1.08
H  6.50  -0.98  2.55
H  -0.33  -3.26  -0.97
C  -2.19  -2.60  -0.47
O  -3.08  -2.86  0.24
N  -0.81  -2.82  -0.19
H  3.05  0.90  1.37
O  -2.40  -1.92  -1.68
F  -0.73  -1.00  1.12
C  -1.17  2.18  2.27
O  -1.81  -3.81  -2.74
S  -1.71  -0.25  -4.01
N  -2.15  -1.91  -3.97
H  -0.86  3.19  2.50

**Electronic energy**: -1711.50183 hartree
**HOMO**: -9.480 eV
**Net charge**: 0
**Kohn-Sham gap**: 0.353 Eh

What are the Mulliken partial charges on each atom? They are as follows, in elementary charge units: -0.81 0.33 -1.35 0.27 -0.58 0.13 0.62 0.38 -0.67 0.28 -0.16 -0.65 0.56 -0.44 0.18 -1.00 0.28 -0.64 0.37 0.49 0.35 0.27 0.30 0.86 0.30 -0.75 0.30 0.38 0.32 -0.08 0.22 0.34 0.39 -0.39 -0.21 0.32 -0.21 -0.22 -0.81 -0.57 1.24 -0.32 0.37

---

(6)
This record from the OMol25 dataset describes C10H19N2O6Sr as an isolated structure in a non-equilibrium geometry. The level of theory is the ωB97M-V functional and the def2-TZVPD basis.

Cartesian coordinates (Å):
H  1.21  3.04  -2.72
H  -2.69  0.02  -0.32
H  0.32  -0.07  -0.43
C  0.66  -0.35  2.22
C  1.74  -3.50  0.48
H  0.36  0.85  -3.33
H  0.87  0.72  2.14
O  -1.19  -1.56  3.05
C  -2.33  -0.69  0.41
H  2.95  2.22  -1.00
H  -1.56  1.36  -4.33
O  2.07  -4.40  1.30
O  -1.22  2.08  -3.79
H  -1.60  2.01  2.30
H  1.70  -1.08  -0.89
H  -1.56  -1.34  0.00
H  -0.10  -2.46  0.28
C  -0.82  -0.62  2.29
C  2.10  1.54  -0.99
H  -2.29  1.89  0.71
O  2.20  0.66  0.08
C  -0.34  1.51  -2.81
C  0.72  -2.48  1.04
H  -0.94  0.93  -2.10
H  -0.36  3.48  -1.99
H  2.13  0.97  -1.93
O  0.91  2.30  -0.85
O  2.10  -3.40  -0.70
C  0.37  2.68  -2.12
H  -0.55  1.65  0.86
H  -3.18  -1.33  0.72
H  0.39  -2.89  1.99
N  1.27  -1.12  1.17
N  -1.83  0.05  1.62
C  1.31  -0.43  -0.09
C  -1.51  1.48  1.35
Sr  -2.56  -3.06  3.24
H  1.09  -0.64  3.19

**Electronic energy**: -983.71164 hartree
**HOMO**: -9.827 eV
**Net charge**: +1
**Kohn-Sham gap**: 0.133 Eh

What are the Mulliken partial charges on each atom? They are as follows, in elementary charge units: 0.33 0.36 -0.13 -0.99 0.17 0.33 0.52 -1.07 -0.90 0.29 0.33 -0.73 -0.54 0.27 0.54 0.20 -0.07 0.55 -0.53 0.43 -0.41 -0.02 0.28 -0.10 0.35 0.46 -0.33 -0.68 -0.45 0.29 0.23 0.27 0.24 0.23 -0.24 -0.83 2.01 0.36